1.
Entry from OMol25: a cluster of 5 separate species, C35H47Br2N8O3 in total (the ωB97M-V functional and the def2-TZVPD basis).

Each line ends with the Mulliken charge.
Cartesian coordinates (Å):
C 1.270043 -2.910386 -1.939729  -1.054
C 2.396165 -2.184686 -1.225048  -0.075
O 3.037387 -1.257868 -2.105755  -0.401
C 2.402037 -0.020645 -2.214652  -0.350
C 2.557891 0.439788 -3.661599  -0.463
O 1.614509 1.442121 -4.095270  -0.310
N 0.335945 0.993121 -4.056787  0.526
C -0.200393 -0.196562 -4.236473  -0.158
N -1.519514 -0.158531 -4.159410  -0.540
C -1.822541 1.128383 -3.936722  0.142
N -3.051050 1.587378 -3.803490  0.048
C -4.241886 0.750596 -3.917351  -0.998
C -4.836432 0.336353 -2.577526  -0.532
C -6.298516 -0.137607 -2.748652  -0.874
C -7.340000 0.667186 -1.944103  -0.687
C -7.830496 -0.067198 -0.684005  -0.479
O -9.194660 0.172794 -0.424470  -0.405
C -9.417327 1.299022 0.403307  -0.674
N -0.695836 1.884492 -3.860427  0.061
C -0.597763 3.276416 -3.706941  -0.331
Br -1.376037 4.236371 -5.148869  -0.018
C -0.007389 3.900008 -2.695811  0.612
C 0.182579 5.366203 -2.537999  -1.354
Br 0.682844 2.885033 -1.268757  -0.090
H 1.661640 -3.367215 -2.844592  0.237
H 0.799757 -3.649686 -1.294924  0.421
H 0.479626 -2.199971 -2.202548  0.269
H 2.045844 -1.680086 -0.322143  0.200
H 3.157520 -2.915736 -0.962869  0.245
H 1.344513 -0.056557 -1.930491  0.468
H 2.873327 0.719897 -1.560409  0.238
H 2.565457 -0.416706 -4.336816  0.298
H 3.515161 0.937358 -3.790130  0.352
H 0.388642 -1.082394 -4.406602  0.606
H -3.183094 2.567259 -3.612652  0.246
H -4.984178 1.332161 -4.464298  0.467
H -4.027439 -0.129138 -4.516259  0.302
H -4.268361 -0.496320 -2.160471  0.242
H -4.782684 1.149950 -1.854497  0.428
H -6.370200 -1.197386 -2.509921  0.511
H -6.572566 -0.064363 -3.803514  0.492
H -6.886089 1.616187 -1.655493  0.340
H -8.208918 0.880751 -2.563000  0.373
H -7.724936 -1.142495 -0.820144  0.377
H -7.222803 0.237518 0.174041  0.285
H -10.483492 1.352668 0.595533  0.258
H -9.076948 2.216413 -0.085111  0.287
H -8.888410 1.192437 1.354468  0.298
H -0.426916 5.937546 -3.229910  0.476
H -0.079542 5.661614 -1.523329  0.364
H 1.233668 5.622080 -2.675212  0.309
N 4.531573 -5.146753 -2.031055  -0.326
C 5.777411 -4.825911 -1.682065  -0.170
C 6.736896 -5.753353 -1.306518  -0.518
C 6.380862 -7.092245 -1.288075  -0.245
C 5.089195 -7.444851 -1.644980  -0.514
C 4.207787 -6.438792 -2.008145  -0.168
H 6.016875 -3.767842 -1.708913  0.419
H 7.732378 -5.430969 -1.030939  0.443
H 7.099271 -7.848581 -0.999903  0.392
H 4.769196 -8.477625 -1.644538  0.363
H 3.190107 -6.676469 -2.298818  0.342
N -0.480010 3.552049 4.514960  -0.381
C 0.092594 2.485181 5.067774  -0.256
C 0.756540 1.507140 4.341758  -0.614
C 0.826981 1.644257 2.965878  -0.058
C 0.234524 2.749716 2.375370  0.292
C -0.402587 3.670669 3.192340  -0.386
H 0.013472 2.413582 6.146631  0.353
H 1.205236 0.662774 4.845842  0.375
H 1.337222 0.901234 2.365002  0.449
H 0.262877 2.899987 1.303473  -0.185
H -0.876105 4.551247 2.769694  0.363
N 9.032818 -4.451831 1.092561  -0.403
C 10.122442 -4.981526 1.645041  -0.180
C 10.328995 -5.059725 3.014001  -0.424
C 9.351419 -4.558604 3.857344  -0.190
C 8.211708 -4.003410 3.298223  -0.463
C 8.101972 -3.976046 1.916741  -0.096
H 10.865842 -5.360479 0.952605  0.362
H 11.234025 -5.502645 3.405617  0.353
H 9.475142 -4.600398 4.931606  0.369
H 7.422830 -3.600575 3.918322  0.342
H 7.222738 -3.553728 1.441136  0.339
N -4.307963 4.990307 8.121963  -0.542
C -5.475058 5.217886 7.525144  -0.252
C -5.641253 5.240203 6.148227  -0.332
C -4.532235 5.015845 5.348358  -0.326
C -3.307131 4.778501 5.951881  0.010
C -3.253669 4.776655 7.338301  -0.291
H -6.317223 5.391160 8.186023  0.342
H -6.615707 5.429294 5.718789  0.357
H -4.621694 5.026051 4.268932  0.359
H -2.412718 4.597031 5.370310  0.343
H -2.315735 4.593978 7.851916  0.370

Cartesian forces (eV/Å) of the 6 atoms listed first:
-0.177 0.588 0.118
0.063 -0.483 -0.245
0.012 -0.021 0.025
-0.113 0.338 0.022
0.573 -0.304 0.168
-0.265 0.367 -0.060

The value obtained for the highest occupied orbital energy is -10.7 eV. As for the max |F|: 0.7 eV/A. The LUMO energy comes out at -2.9 eV. As for the total charge: +1. For the molar mass, the calculation gives 787.6 g mol⁻¹. The HOMO-LUMO gap comes out at 7.8 eV.

=====

2.
Entry from OMol25: a cluster of 5 separate species, C32H38F5N2O2 in total in a non-equilibrium geometry (the ωB97M-V functional and the def2-TZVPD basis).

Each line ends with the Mulliken charge.
Cartesian coordinates (Å):
C -0.188530 -5.333372 2.181196  -1.439
C 1.144850 -4.805343 1.520523  0.352
O 1.141472 -3.388744 1.636742  -0.344
C 1.306621 -5.308219 0.052974  -0.803
N 0.323457 -4.749929 -0.897055  -0.296
C 0.880443 -3.802552 -1.895430  -0.539
C 0.317386 -2.338229 -1.771989  -0.261
O 1.317705 -1.376480 -1.568465  -0.203
N 1.284716 -1.043791 -0.174269  -0.294
C 2.463632 -0.301680 0.183577  -0.534
C 3.822939 -1.079039 0.037314  0.666
C 3.979649 -2.291018 0.989545  -0.933
F 4.116138 -1.500374 -1.267144  -0.421
H -0.494079 -4.545701 2.896901  0.328
H 0.052206 -6.252667 2.749474  0.392
H -0.988360 -5.473474 1.434702  0.285
H 2.012752 -5.132164 2.131056  0.369
H 0.446311 -3.060039 1.055559  0.062
H 2.367361 -5.165475 -0.241900  0.286
H 1.152283 -6.413546 0.096774  0.455
H 0.003674 -5.557737 -1.415365  0.281
H 1.987166 -3.802043 -1.948321  0.202
H 0.533460 -4.164924 -2.893731  0.338
H -0.366301 -2.306599 -0.901267  -0.024
H -0.248152 -2.074684 -2.687857  0.315
H 2.538509 0.701622 -0.319180  -0.105
H 2.360451 -0.071023 1.266928  0.303
H 4.634737 -0.367389 0.312091  0.049
H 3.550965 -3.226066 0.599439  -0.159
H 3.609629 -2.071718 2.006677  0.281
H 5.076540 -2.470210 1.102827  0.445
F -1.519338 4.463947 -5.029580  -0.343
C -0.875494 3.496656 -4.334263  0.294
C -0.385966 2.392173 -5.005892  -0.320
C 0.279556 1.403240 -4.290397  -0.565
C 0.438340 1.522957 -2.914427  -0.216
C -0.063137 2.638446 -2.251299  -0.352
C -0.719559 3.634908 -2.967143  -0.472
H -0.525926 2.310529 -6.077000  0.405
H 0.673828 0.536525 -4.805325  0.412
H 0.954624 0.742872 -2.360115  0.329
H 0.056599 2.733622 -1.179143  0.453
H -1.108313 4.515819 -2.470533  0.399
F -1.854559 -1.032977 1.246206  -0.293
C -2.910066 -0.548351 0.589476  0.179
C -4.127690 -1.199972 0.688823  -0.555
C -5.228980 -0.689512 0.012752  -0.355
C -5.098779 0.458753 -0.760446  -0.626
C -3.868277 1.099943 -0.855098  -0.265
C -2.767080 0.597985 -0.174405  -0.316
H -4.207429 -2.096188 1.291148  0.457
H -6.188640 -1.185715 0.089729  0.399
H -5.958283 0.853809 -1.289270  0.411
H -3.765676 1.991744 -1.461049  0.435
H -1.803837 1.088667 -0.230620  0.478
F 4.174751 1.802778 0.566229  -0.078
C 5.232896 2.599965 0.396883  0.093
C 5.691800 3.357270 1.461028  -0.520
C 6.795383 4.181237 1.281383  -0.387
C 7.420026 4.246257 0.040718  -0.479
C 6.944765 3.482996 -1.019752  -0.404
C 5.847912 2.650036 -0.841664  -0.165
H 5.187090 3.298517 2.416806  0.395
H 7.168104 4.772842 2.108144  0.347
H 8.278293 4.892635 -0.098542  0.351
H 7.428962 3.536574 -1.986580  0.350
H 5.468402 2.041431 -1.652508  0.471
F -8.116446 0.885723 1.827242  -0.358
C -7.193661 1.616412 2.479689  0.338
C -6.492526 1.044343 3.525571  -0.310
C -5.536507 1.797436 4.193815  -0.389
C -5.300022 3.114053 3.816208  -0.501
C -6.015274 3.676694 2.766486  -0.370
C -6.964607 2.923033 2.089067  -0.353
H -6.695285 0.019669 3.809487  0.414
H -4.975720 1.357760 5.008300  0.371
H -4.556238 3.700693 4.340743  0.380
H -5.833119 4.702912 2.474280  0.364
H -7.524527 3.341462 1.262511  0.416

Cartesian forces (eV/Å) of the 6 atoms listed first:
1.029 0.224 0.101
-1.067 0.338 0.290
0.255 -0.991 -0.010
0.189 -0.489 0.926
1.037 -0.416 0.020
-0.813 0.383 -0.883

The value obtained for the highest occupied orbital energy is -1.3 eV. As for the max |F|: 2.6 eV/A. The LUMO energy comes out at 2.5 eV. As for the total charge: -1. For the molar mass, the calculation gives 577.7 g mol⁻¹. The HOMO-LUMO gap comes out at 3.8 eV.

=====

3.
Entry from OMol25: a cluster of 13 separate species, C5H36N10O13 in total in a non-equilibrium geometry (the ωB97M-V functional and the def2-TZVPD basis).

Each line ends with the Mulliken charge.
Cartesian coordinates (Å):
C -9.350442 -12.946272 0.797519  0.655
O -10.427293 -13.381827 0.440809  -0.646
N -9.112633 -11.607165 0.602533  -0.508
N -8.449496 -13.708712 1.418949  -0.254
H -8.210105 -11.190056 0.672040  0.204
H -9.632784 -11.280862 -0.192941  0.236
H -7.500516 -13.359969 1.648840  0.194
H -8.595801 -14.698675 1.422833  0.175
C -11.040487 -19.913212 0.818414  0.421
O -11.064409 -21.172174 0.558850  -0.780
N -11.970274 -19.112113 0.404731  -0.203
N -9.969021 -19.481665 1.534271  -0.384
H -12.019817 -18.132602 0.684944  0.199
H -12.785465 -19.542210 0.106458  0.245
H -9.780144 -18.498696 1.488945  0.164
H -9.138161 -19.884942 1.201301  0.343
C -7.771913 -20.635097 -2.461757  0.434
O -7.428561 -20.483413 -1.271873  -0.405
N -6.838581 -20.583122 -3.462507  -0.454
N -9.090095 -20.731336 -2.731247  -0.373
H -7.000782 -20.245708 -4.372568  0.240
H -5.936068 -20.197622 -3.225217  0.276
H -9.423114 -20.934516 -3.698093  0.210
H -9.753580 -21.022509 -2.021191  0.182
C -4.139423 -17.838705 -2.358820  0.698
O -5.053338 -18.341366 -3.091192  -0.732
N -3.445767 -18.666161 -1.527555  -0.333
N -3.826260 -16.493471 -2.371880  -0.399
H -2.762319 -18.145834 -1.025118  0.179
H -3.914314 -19.511599 -1.231814  0.257
H -4.486200 -15.987219 -2.848571  0.222
H -3.209381 -16.091165 -1.652758  0.164
C -7.099270 -16.778576 -0.195563  0.370
O -7.221647 -15.743030 0.463415  -0.815
N -6.936836 -18.080742 0.332650  0.186
N -7.227949 -16.687093 -1.514745  -0.133
H -6.116921 -18.219318 0.874997  0.156
H -7.076741 -18.945414 -0.235162  0.036
H -7.019085 -17.425056 -2.204429  0.123
H -7.447017 -15.775336 -1.917292  0.259
O -12.296535 -23.378623 -0.564835  -0.685
H -12.066439 -22.477403 -0.181264  0.486
H -11.830642 -23.998668 0.030747  0.270
O -7.439047 -22.398275 0.848603  -0.643
H -8.158216 -22.226334 0.193366  0.281
H -7.429965 -23.328354 1.028966  0.240
O -5.047943 -14.225887 -0.656452  -0.571
H -5.137314 -13.265694 -0.826527  0.236
H -5.930477 -14.606160 -0.489525  0.255
O -7.558335 -20.215738 2.723496  -0.714
H -7.563749 -21.025758 2.194938  0.339
H -8.471305 -20.064612 3.052675  0.322
O -11.797028 -16.324458 0.992115  -0.660
H -11.259801 -15.538953 0.831671  0.299
H -12.571155 -15.865612 1.343458  0.271
O -4.660958 -20.836355 -0.029818  -0.685
H -5.506724 -21.196670 -0.078646  0.277
H -4.445021 -20.706822 0.875739  0.293
O -2.503126 -15.761447 0.473690  -0.601
H -3.294413 -15.278856 0.651699  0.298
H -1.803911 -15.509921 1.060825  0.274
O -5.204869 -18.928591 2.755907  -0.667
H -6.003861 -19.489238 2.964531  0.400
H -4.576596 -18.862639 3.586051  0.275

Cartesian forces (eV/Å) of the 6 atoms listed first:
-0.067 0.265 0.219
-1.200 -0.999 -0.505
0.040 0.405 -0.261
1.578 1.245 1.015
0.562 -0.130 0.164
-0.228 0.211 0.093

The value obtained for the highest occupied orbital energy is -9.6 eV. As for the max |F|: 5.2 eV/A. The LUMO energy comes out at 0.2 eV. For the molar mass, the calculation gives 444.4 g mol⁻¹. The HOMO-LUMO gap comes out at 9.7 eV.

=====

4.
Entry from OMol25: the molecule C4H10O2S3 in a non-equilibrium geometry (the ωB97M-V functional and the def2-TZVPD basis).

Each line ends with the Mulliken charge.
Cartesian coordinates (Å):
C -1.133465 -3.977801 -0.804336  -1.315
C -0.317233 -2.684564 -0.980612  -0.475
S -0.626521 -1.571752 0.540740  -0.144
S 0.557205 0.050651 0.006315  -0.048
C -0.098214 1.265404 1.217243  -0.722
S 0.806052 2.831837 1.257080  1.126
C 0.929142 3.321875 -0.412822  -0.851
O 2.093153 2.595521 1.700589  -0.559
O -0.064985 3.791668 1.902550  -0.623
H -2.021113 -3.758428 -0.690404  0.526
H -0.898927 -4.409352 0.162073  0.341
H -0.830807 -4.546731 -1.848365  0.275
H -0.743263 -2.110630 -1.771492  0.421
H 0.732863 -3.014382 -1.034136  0.386
H 0.012999 0.858386 2.267613  0.403
H -1.371545 1.432717 1.161351  0.381
H 1.670685 4.190993 -0.576848  0.319
H 1.403640 2.292156 -1.055109  0.262
H -0.099667 3.442434 -1.041430  0.296

Cartesian forces (eV/Å) of the 6 atoms listed first:
9.433 -1.655 -2.940
-0.233 -0.204 2.039
0.247 -0.939 -0.577
-0.069 0.603 0.237
-3.456 -0.616 1.006
-4.652 1.472 -1.373

The value obtained for the highest occupied orbital energy is -8.4 eV. Its structure (SMILES) is CCSSCS(C)(=O)=O. As for the max |F|: 10.0 eV/A. The LUMO energy comes out at 0.3 eV. For the molar mass, the calculation gives 186.3 g mol⁻¹. The HOMO-LUMO gap comes out at 8.7 eV.